# 1
Here is a cluster of 2 separate species, C9H11F3NO2 in total at a distorted geometry from the Open Molecules 2025 dataset. Energies are from ωB97M-V with the def2-TZVPD basis set.

Computed properties:
- Calculated total energy: -854.05267 Ha
- Energy relative to the best compared isomer or geometry (same formula, charge and spin): 167.17 kJ/mol
- Charge: +1

Atoms and positions in Å:
C (0.367, -1.473, 0.028)
C (1.182, 1.201, 0.353)
C (1.711, -1.219, 0.063)
C (2.082, 0.243, 0.202)
C (-0.666, -0.471, 0.030)
C (-0.253, 0.922, 0.377)
C (2.778, -2.251, -0.181)
C (-4.156, 1.869, -0.272)
C (3.575, 0.526, 0.101)
N (-1.881, -0.743, -0.317)
O (-4.032, 0.640, 0.469)
O (-1.151, 1.673, 0.663)
F (3.903, 1.773, -0.274)
F (4.233, 0.247, 1.202)
F (4.081, -0.204, -0.903)
H (0.001, -2.528, -0.004)
H (1.394, 2.216, 0.268)
H (3.516, -2.477, 0.618)
H (2.096, -3.114, -0.288)
H (3.368, -2.022, -1.125)
H (-3.628, 1.752, -1.169)
H (-5.348, 1.870, -0.391)
H (-3.804, 2.745, 0.237)
H (-2.195, -1.677, -0.254)
H (-2.365, 0.134, -0.290)
H (-4.809, 0.367, 0.860)

Charges in e, computed with natural (NBO), in the same order as the atoms: -0.267, -0.213, 0.163, -0.068, 0.305, 0.465, -0.686, -0.246, 0.962, -0.577, -0.777, -0.399, -0.304, -0.287, -0.318, 0.228, 0.265, 0.279, 0.229, 0.293, 0.168, 0.193, 0.193, 0.440, 0.469, 0.490

# 2
Here is an isolated molecule of C4H10ClP at a distorted geometry from the Open Molecules 2025 dataset. Energies are from ωB97M-V with the def2-TZVPD basis set.

Computed properties:
- Calculated total energy: -959.89282 Ha
- Structure (SMILES): CC(C)(P)CCl
- Energy relative to the best compared isomer or geometry (same formula, charge and spin): 154.64 kJ/mol

Atoms and positions in Å:
C (-1.494, 0.230, 0.287)
C (0.656, 1.041, -0.724)
C (0.680, -0.497, 1.247)
C (-0.059, -0.135, 0.021)
P (0.049, -1.860, -1.130)
Cl (0.838, 0.989, 2.323)
H (-2.244, -0.628, 0.196)
H (-1.665, 0.466, 1.349)
H (-1.763, 1.090, -0.304)
H (1.528, 0.676, -1.203)
H (0.960, 1.884, 0.012)
H (-0.025, 1.306, -1.567)
H (0.346, -1.231, 1.989)
H (1.710, -0.608, 1.052)
H (1.350, -1.446, -1.451)
H (-0.867, -1.277, -2.097)

Charges in e, computed with natural (NBO), in the same order as the atoms: -0.656, -0.642, -0.358, -0.185, 0.240, -0.142, 0.214, 0.228, 0.220, 0.205, 0.241, 0.215, 0.237, 0.213, -0.027, -0.005

# 3
Here is a structure of composition C33H36IrN6O7Si at a distorted geometry from the Open Molecules 2025 dataset. Energies are from ωB97M-V with the def2-TZVPD basis set.

Computed properties:
- Calculated total energy: -2528.21356 Ha
- Multiplicity: 2
- Energy relative to the best compared isomer or geometry (same formula, charge and spin): 90.17 kJ/mol
- Expectation value of S²: 0.76

Atoms and positions in Å:
Ir (-0.006, 0.095, -0.335)
O (-3.056, 4.624, -0.515)
C (-3.285, 4.075, 0.691)
C (-4.242, 4.692, 1.498)
C (-4.541, 4.182, 2.743)
C (-3.902, 3.037, 3.222)
C (-2.955, 2.426, 2.435)
C (-2.621, 2.933, 1.169)
C (-1.572, 2.271, 0.396)
O (-1.048, 1.193, 0.898)
N (-1.158, 2.793, -0.727)
N (-0.175, 2.005, -1.275)
C (0.550, 2.523, -2.186)
C (1.590, 1.716, -2.824)
C (2.355, 2.197, -3.874)
C (3.282, 1.344, -4.451)
C (3.392, 0.054, -3.961)
C (2.579, -0.335, -2.904)
N (1.705, 0.486, -2.330)
H (-2.317, 4.144, -0.934)
H (-4.740, 5.571, 1.111)
H (-5.283, 4.680, 3.354)
H (-4.154, 2.628, 4.190)
H (-2.450, 1.535, 2.780)
H (0.382, 3.554, -2.479)
H (2.213, 3.210, -4.228)
H (3.895, 1.679, -5.278)
H (4.092, -0.651, -4.388)
H (2.622, -1.339, -2.514)
O (-3.284, -4.839, 3.263)
C (-2.562, -3.949, 3.747)
O (-2.257, -3.653, 4.917)
C (-1.906, -3.059, 2.703)
C (-0.519, -2.918, 2.669)
C (0.077, -2.106, 1.737)
N (-0.645, -1.436, 0.815)
C (-1.987, -1.587, 0.816)
C (-2.637, -2.373, 1.732)
C (-2.693, -0.909, -0.318)
O (-3.859, -1.100, -0.568)
O (-1.897, -0.157, -1.041)
H (0.087, -3.432, 3.402)
H (1.144, -1.967, 1.725)
H (-3.712, -2.465, 1.659)
C (-1.243, -4.054, -1.772)
N (-1.426, -3.032, -2.802)
C (-2.559, -3.237, -3.705)
C (-0.738, -1.891, -2.739)
C (-0.958, -0.827, -3.778)
O (0.108, -1.731, -1.828)
H (-1.182, -5.031, -2.250)
H (-2.084, -4.050, -1.075)
H (-0.329, -3.859, -1.224)
H (-2.832, -4.287, -3.666)
H (-2.304, -2.997, -4.734)
H (-3.418, -2.642, -3.393)
H (-1.465, -1.181, -4.670)
H (0.015, -0.423, -4.052)
H (-1.552, -0.033, -3.328)
C (1.275, 3.037, 1.849)
Si (1.546, 1.250, 2.318)
C (0.244, 0.641, 3.497)
C (3.145, 1.022, 3.250)
N (1.576, 0.260, 0.780)
C (2.769, -0.423, 0.389)
C (2.759, -1.760, -0.011)
C (3.944, -2.416, -0.320)
C (5.155, -1.745, -0.271)
C (5.168, -0.400, 0.073)
C (3.992, 0.251, 0.408)
H (0.470, 3.466, 2.451)
H (0.990, 3.139, 0.800)
H (2.176, 3.636, 2.003)
H (0.113, 1.407, 4.269)
H (0.551, -0.283, 3.991)
H (-0.724, 0.466, 3.033)
H (2.927, 1.200, 4.306)
H (3.939, 1.710, 2.952)
H (3.533, 0.005, 3.159)
H (1.820, -2.293, -0.082)
H (3.910, -3.459, -0.610)
H (6.078, -2.260, -0.504)
H (6.102, 0.148, 0.090)
H (4.009, 1.304, 0.654)

Charges in e, computed with Löwdin, in the same order as the atoms: 1.563, 0.071, -0.255, -0.008, -0.065, -0.072, -0.007, -0.063, -0.392, -0.206, 0.080, -0.099, -0.030, -0.268, -0.007, -0.046, -0.029, -0.114, 0.061, 0.065, 0.120, 0.108, 0.107, 0.101, 0.141, 0.118, 0.113, 0.111, 0.102, -0.011, -0.720, -0.016, -0.069, 0.029, -0.109, -0.047, -0.172, 0.089, -0.552, 0.108, -0.189, 0.133, 0.090, 0.145, -0.005, -0.111, -0.020, -0.467, 0.033, -0.125, 0.095, 0.106, 0.081, 0.091, 0.082, 0.106, 0.071, 0.076, 0.091, -0.142, 0.485, -0.153, -0.170, -0.169, -0.350, -0.078, -0.072, -0.080, -0.066, -0.057, 0.046, 0.011, 0.038, 0.055, 0.045, 0.005, 0.043, 0.032, 0.043, 0.085, 0.113, 0.105, 0.109, 0.108

# 4
Here is a cluster of 10 separate species, C20H60O13 in total at a distorted geometry from the Open Molecules 2025 dataset. Energies are from ωB97M-V with the def2-TZVPD basis set.

Computed properties:
- Calculated total energy: -1775.81313 Ha
- Structure (SMILES): OCCO.OCCO.OCCO.CCO.CCO.CCO.CCO.CCO.CCO.CCO
- Energy relative to the best compared isomer or geometry (same formula, charge and spin): 471.86 kJ/mol

Atoms and positions in Å:
C (1.377, 6.743, -4.215)
C (0.531, 7.998, -4.457)
O (0.427, 8.131, -5.887)
H (2.399, 6.769, -4.596)
H (0.820, 5.895, -4.612)
H (1.540, 6.615, -3.145)
H (0.777, 8.913, -3.918)
H (-0.515, 7.827, -4.202)
H (1.132, 8.630, -6.306)
C (-1.948, -7.814, 5.701)
C (-2.352, -6.391, 5.637)
O (-1.848, -5.857, 4.441)
H (-2.218, -8.325, 4.777)
H (-2.423, -8.333, 6.533)
H (-0.901, -8.104, 5.784)
H (-2.191, -5.861, 6.576)
H (-3.442, -6.396, 5.675)
H (-0.903, -5.717, 4.535)
C (-5.030, 4.053, -7.609)
C (-3.679, 4.350, -7.093)
O (-2.895, 4.637, -8.256)
H (-5.241, 3.068, -7.193)
H (-5.112, 4.173, -8.690)
H (-5.889, 4.611, -7.235)
H (-3.248, 3.514, -6.543)
H (-3.695, 5.144, -6.347)
H (-2.241, 5.200, -7.835)
C (5.051, -4.528, 6.741)
C (4.708, -5.958, 7.097)
O (5.584, -6.752, 6.258)
H (6.021, -4.187, 7.102)
H (4.320, -3.934, 7.290)
H (4.878, -4.321, 5.685)
H (3.641, -6.133, 6.954)
H (4.851, -6.095, 8.169)
H (6.085, -7.417, 6.736)
C (1.817, 8.337, 2.296)
C (2.001, 7.116, 3.235)
O (3.379, 7.050, 3.574)
H (2.120, 9.237, 2.830)
H (0.828, 8.393, 1.841)
H (2.509, 8.253, 1.458)
H (1.870, 6.176, 2.699)
H (1.381, 7.120, 4.131)
H (3.391, 7.280, 4.506)
C (3.569, -1.349, -6.829)
C (2.110, -1.110, -7.310)
O (2.173, -1.152, -8.688)
H (4.181, -1.956, -7.497)
H (3.679, -1.866, -5.876)
H (4.222, -0.496, -6.643)
H (1.720, -0.100, -7.182)
H (1.426, -1.882, -6.955)
H (1.346, -0.811, -9.036)
C (-6.636, -1.072, -0.818)
C (-6.076, -0.630, -2.165)
O (-5.356, 0.492, -1.803)
H (-7.541, -1.673, -0.904)
H (-6.872, -0.206, -0.199)
H (-5.956, -1.768, -0.327)
H (-6.870, -0.326, -2.847)
H (-5.579, -1.512, -2.568)
H (-6.059, 1.116, -1.611)
C (5.689, -6.476, 0.334)
C (4.886, -7.597, 0.894)
O (3.953, -7.363, 2.018)
O (6.660, -5.976, 1.171)
H (5.064, -5.587, 0.241)
H (6.159, -6.657, -0.632)
H (5.474, -8.493, 1.096)
H (4.103, -7.874, 0.187)
H (4.531, -7.358, 2.785)
H (6.253, -5.811, 2.025)
C (0.416, -1.109, 0.345)
C (0.610, 0.132, -0.681)
O (-0.238, 0.083, -1.776)
O (1.343, -0.813, 1.398)
H (0.726, -2.048, -0.114)
H (-0.666, -1.089, 0.479)
H (1.635, 0.095, -1.049)
H (0.639, 1.158, -0.315)
H (-1.130, 0.332, -1.524)
H (1.000, -0.044, 1.859)
C (-4.787, 3.020, 3.892)
C (-3.711, 1.924, 3.583)
O (-2.530, 2.161, 4.373)
O (-5.321, 2.821, 5.124)
H (-5.428, 2.999, 3.010)
H (-4.295, 3.992, 3.877)
H (-3.449, 2.208, 2.564)
H (-4.146, 0.933, 3.446)
H (-2.652, 2.077, 5.321)
H (-5.940, 3.550, 5.207)

Charges in e, computed with Löwdin, in the same order as the atoms: -0.091, -0.297, -0.105, 0.071, 0.073, 0.064, 0.105, 0.103, 0.076, -0.118, -0.355, -0.058, 0.079, 0.074, 0.071, 0.109, 0.111, 0.088, -0.101, -0.339, -0.074, 0.071, 0.084, 0.069, 0.106, 0.110, 0.075, -0.104, -0.303, -0.093, 0.076, 0.068, 0.075, 0.103, 0.106, 0.074, -0.084, -0.312, -0.092, 0.068, 0.065, 0.067, 0.104, 0.108, 0.076, -0.077, -0.318, -0.096, 0.069, 0.060, 0.063, 0.110, 0.106, 0.084, -0.099, -0.339, -0.082, 0.067, 0.071, 0.074, 0.107, 0.116, 0.083, -0.290, -0.214, -0.076, -0.055, 0.121, 0.130, 0.121, 0.117, 0.061, 0.083, -0.191, -0.270, -0.069, -0.078, 0.117, 0.105, 0.111, 0.112, 0.084, 0.080, -0.310, -0.213, -0.068, -0.033, 0.110, 0.117, 0.106, 0.116, 0.081, 0.095

# 5
Here is a structure of composition C12H24Br10O2Sr2 at a distorted geometry from the Open Molecules 2025 dataset. Energies are from ωB97M-V with the def2-TZVPD basis set.

Computed properties:
- Calculated total energy: -26423.13426 Ha
- Energy relative to the best compared isomer or geometry (same formula, charge and spin): 0.00 kJ/mol
- Charge: +2

Atoms and positions in Å:
Sr (-2.793, -2.357, -2.623)
Sr (-2.542, 0.908, -4.771)
O (-1.621, -0.105, -2.727)
C (-1.111, 0.120, -1.378)
C (-1.712, -0.626, -0.236)
O (-1.932, -2.004, -0.397)
H (-1.145, 1.218, -1.183)
H (-0.012, -0.023, -1.420)
H (-2.651, -0.120, 0.139)
H (-1.054, -0.435, 0.647)
Br (1.171, -2.938, -3.235)
C (1.365, -3.068, -1.307)
C (2.338, -4.088, -0.890)
Br (1.740, -5.872, -1.361)
H (0.374, -3.202, -0.881)
H (1.663, -2.070, -0.958)
H (2.410, -4.046, 0.191)
H (3.301, -3.954, -1.349)
Br (-2.280, 3.668, -3.220)
C (-2.073, 4.174, -1.291)
C (-0.620, 4.507, -1.062)
Br (-0.386, 4.809, 0.808)
H (-2.384, 3.327, -0.694)
H (-2.726, 5.020, -1.167)
H (-0.322, 5.397, -1.616)
H (0.046, 3.722, -1.393)
Br (2.405, 2.330, -1.434)
C (3.782, 1.353, -2.385)
C (3.674, -0.125, -2.014)
Br (4.764, -1.191, -3.188)
H (4.716, 1.787, -2.040)
H (3.742, 1.540, -3.453)
H (2.648, -0.470, -2.087)
H (4.022, -0.277, -0.998)
Br (-1.124, -4.361, 4.202)
C (-0.783, -2.928, 2.969)
C (0.394, -2.116, 3.345)
Br (0.174, -1.199, 5.011)
H (-1.702, -2.347, 2.902)
H (-0.629, -3.365, 1.985)
H (0.552, -1.320, 2.623)
H (1.282, -2.732, 3.411)
Br (0.398, 1.814, 2.829)
C (-1.436, 1.454, 2.514)
C (-2.279, 1.942, 3.632)
Br (-4.096, 1.468, 3.200)
H (-1.549, 0.366, 2.493)
H (-1.769, 1.832, 1.559)
H (-2.267, 3.029, 3.707)
H (-1.964, 1.552, 4.588)

Charges in e, computed with Löwdin, in the same order as the atoms: 1.579, 1.532, -0.693, -0.330, -0.415, -0.474, 0.098, 0.096, 0.115, 0.098, 0.621, -0.707, -0.685, 0.658, 0.036, 0.055, 0.073, 0.052, 0.597, -0.568, -0.738, 0.749, 0.048, 0.070, 0.073, -0.036, 0.694, -0.676, -0.740, 0.672, 0.062, 0.053, -0.010, 0.064, 0.665, -0.755, -0.739, 0.660, 0.052, 0.047, 0.020, 0.060, 0.669, -0.819, -0.704, 0.665, 0.020, 0.019, 0.060, 0.058